No. 1
{"formula": "C32H51N4OP2SZn", "method": "the ωB97M-V functional and the def2-TZVPD basis", "elements": ["C", "C", "C", "C", "C", "H", "H", "H", "N", "P", "P", "C", "H", "H", "C", "O", "C", "H", "C", "C", "C", "C", "C", "H", "H", "H", "C", "H", "H", "H", "C", "H", "H", "H", "C", "H", "H", "H", "C", "H", "H", "H", "C", "H", "H", "H", "C", "H", "H", "H", "C", "H", "H", "H", "C", "H", "H", "H", "C", "H", "H", "H", "C", "H", "H", "H", "C", "H", "H", "H", "Zn", "N", "C", "C", "C", "C", "C", "H", "C", "H", "C", "H", "H", "H", "N", "C", "N", "S", "H", "H", "H", "H"], "coordinates": [[-1.36719, -1.60824, -2.38872], [0.63738, -2.62593, -1.63884], [-1.59815, -2.64281, -3.29132], [0.34503, -3.74667, -2.45707], [-0.74303, -3.74625, -3.30216], [-2.44880, -2.57081, -3.96009], [1.03451, -4.57987, -2.41350], [-0.93880, -4.57618, -3.97837], [-0.26681, -1.58057, -1.61390], [-2.46007, 0.04652, -0.44552], [2.37267, -0.96999, -0.18519], [-2.36260, -0.44185, -2.23584], [-2.00779, 0.42056, -2.82292], [-3.35094, -0.69520, -2.64255], [0.37320, 1.32298, 1.37066], [0.73520, 2.43508, 1.64757], [1.83684, -2.50453, -0.88579], [2.48466, -3.37677, -0.82144], [3.43606, -0.14538, -1.53500], [3.38286, -1.30928, 1.37193], [-3.30568, 1.75683, -0.32747], [-3.55213, -1.36556, 0.25706], [3.50259, 1.36831, -1.24497], [4.15767, 1.59352, -0.39355], [3.91170, 1.87940, -2.13029], [2.51935, 1.80125, -1.03873], [4.85540, -0.72096, -1.57580], [5.45233, -0.47386, -0.68960], [4.85375, -1.80820, -1.72485], [5.37583, -0.27620, -2.43903], [2.79777, -0.40856, -2.91305], [3.24934, 0.26547, -3.65824], [2.98159, -1.44061, -3.24094], [1.71922, -0.23376, -2.92256], [4.07840, 0.00032, 1.80461], [3.35661, 0.83026, 1.88157], [4.52660, -0.14626, 2.80064], [4.89210, 0.29800, 1.12892], [2.46279, -1.77703, 2.51252], [1.83239, -0.97406, 2.90881], [1.80774, -2.60506, 2.20999], [3.10547, -2.11822, 3.33980], [4.37927, -2.45127, 1.13579], [5.11464, -2.24864, 0.35399], [4.93746, -2.61606, 2.06972], [3.85540, -3.38338, 0.89111], [-3.96677, -1.01562, 1.69461], [-4.43989, -1.89990, 2.14845], [-3.09367, -0.76216, 2.31329], [-4.69051, -0.19235, 1.74219], [-2.73636, -2.67249, 0.29485], [-2.54153, -3.06209, -0.71219], [-1.77840, -2.55803, 0.81956], [-3.32624, -3.43278, 0.83217], [-4.79942, -1.61004, -0.60512], [-5.37235, -2.43262, -0.14948], [-5.46400, -0.74102, -0.65142], [-4.54853, -1.91962, -1.62674], [-2.56071, 2.76630, -1.21407], [-2.59057, 2.48979, -2.27629], [-3.04791, 3.75014, -1.11102], [-1.51595, 2.88168, -0.91031], [-3.22261, 2.24477, 1.12986], [-2.18614, 2.28263, 1.49035], [-3.62631, 3.26724, 1.17688], [-3.80820, 1.62219, 1.81680], [-4.77038, 1.69811, -0.76974], [-4.88469, 1.27018, -1.77506], [-5.40760, 1.15334, -0.06088], [-5.15841, 2.72928, -0.80750], [0.25228, -0.01344, -0.29291], [0.24830, 1.42052, -1.66146], [0.38584, 1.94761, -2.70245], [0.54032, 2.65986, -3.89777], [0.34834, 4.05301, -3.89438], [0.88438, 1.99226, -5.08995], [0.50758, 4.76513, -5.07771], [0.07984, 4.54761, -2.95995], [1.04446, 2.73149, -6.25721], [1.01416, 0.90924, -5.07234], [0.85656, 4.11339, -6.26069], [0.35607, 5.84010, -5.07288], [1.31811, 2.21690, -7.17312], [0.98023, 4.67902, -7.18277], [-0.82258, -0.89162, 4.59467], [-0.15902, 0.03500, 3.90694], [0.70453, 0.88895, 4.46404], [-0.78259, 0.28436, 2.28248], [-0.76622, -0.97710, 5.60398], [-1.38898, -1.57156, 4.08381], [1.18323, 1.59894, 3.91254], [0.80282, 0.92602, 5.47445]], "de_lowest_kj_mol": 0.0, "total_charge": 1, "e_lumo_ev": -2.56}

---

No. 2
{"formula": "C40H30F10N8OTl", "method": "the ωB97M-V functional and the def2-TZVPD basis", "elements": ["Tl", "C", "N", "C", "C", "N", "C", "C", "F", "C", "F", "C", "F", "C", "F", "C", "F", "C", "C", "N", "C", "C", "F", "C", "F", "C", "F", "C", "F", "C", "F", "H", "H", "H", "H", "H", "H", "H", "H", "H", "H", "H", "C", "O", "C", "C", "C", "C", "C", "C", "C", "N", "C", "C", "N", "C", "C", "C", "C", "N", "C", "C", "N", "C", "C", "C", "C", "H", "H", "H", "H", "H", "H", "H", "H", "H", "H", "H", "H", "H", "H", "C", "C", "C", "N", "H", "H", "H", "H", "H"], "coordinates": [[-0.69018, 0.31217, 0.50530], [3.37538, -0.23501, -0.03208], [2.49818, 0.56697, 0.81077], [2.86207, 0.39927, 2.22150], [2.73635, -1.03111, 2.77548], [1.40415, -1.58207, 2.79888], [0.59205, -1.37641, 3.81523], [-0.66931, -2.06248, 3.81588], [-0.91560, -2.92805, 2.80118], [-1.63282, -1.93274, 4.78236], [-2.77985, -2.63190, 4.68284], [-1.43888, -1.09517, 5.87073], [-2.37881, -0.96099, 6.83388], [-0.23865, -0.41101, 5.94038], [-0.01866, 0.40575, 6.98424], [0.73025, -0.54340, 4.96956], [1.85594, 0.20320, 5.13910], [2.57997, 1.98734, 0.45247], [1.95460, 2.38462, -0.89596], [0.50551, 2.36384, -0.95097], [-0.17508, 3.48653, -0.78132], [0.26724, 4.78992, -0.38836], [1.56642, 5.00565, -0.03972], [-0.55997, 5.88903, -0.28514], [-0.03631, 7.07154, 0.08112], [-1.91387, 5.80910, -0.54355], [-2.71611, 6.89307, -0.45610], [-2.41542, 4.57060, -0.91337], [-3.72298, 4.44828, -1.19064], [-1.58905, 3.48241, -1.02114], [-2.15528, 2.32387, -1.42874], [4.43078, -0.14201, 0.27613], [3.29823, 0.08632, -1.06859], [3.07864, -1.27998, 0.01900], [2.22733, 1.05908, 2.81594], [3.90948, 0.72466, 2.37247], [3.21329, -1.02731, 3.76381], [3.33612, -1.69886, 2.14745], [3.64216, 2.29785, 0.45074], [2.07541, 2.56864, 1.22724], [2.32827, 1.71024, -1.67600], [2.36040, 3.36931, -1.14058], [-9.29880, 0.46637, -11.09853], [-9.68242, 0.36635, -9.74427], [-8.69461, 0.29380, -8.81578], [-9.10792, 0.23846, -7.48360], [-8.18125, 0.15040, -6.47123], [-6.80935, 0.11679, -6.75308], [-6.41102, 0.18177, -8.08210], [-7.33967, 0.26999, -9.11114], [-5.86694, 0.01580, -5.64168], [-6.21834, -0.07250, -4.37980], [-5.05126, -0.14897, -3.66997], [-3.96489, -0.10931, -4.52132], [-4.50375, -0.00487, -5.77920], [-2.61526, -0.15710, -4.06735], [-1.48755, -0.06173, -4.89252], [-0.23666, -0.09926, -4.32632], [-0.13770, -0.23165, -2.93969], [-1.18314, -0.33154, -2.14988], [-2.41471, -0.29316, -2.67372], [-3.55513, -0.36254, -1.76256], [-3.30536, -0.49586, -0.45066], [-4.31009, -0.47426, 0.39683], [-5.64622, -0.33340, 0.00315], [-5.92837, -0.23709, -1.33683], [-4.87121, -0.25224, -2.25393], [-10.22124, 0.55473, -11.66634], [-8.75745, -0.42454, -11.42993], [-8.68223, 1.35209, -11.27598], [-10.16916, 0.26452, -7.27309], [-8.48947, 0.10733, -5.43623], [-5.35908, 0.16384, -8.34203], [-6.99149, 0.31394, -10.13405], [-3.99354, 0.06194, -6.63942], [-1.60797, 0.05208, -5.96394], [0.65536, -0.01966, -4.93262], [0.82786, -0.25902, -2.44576], [-4.05108, -0.58649, 1.44537], [-6.42923, -0.30471, 0.74850], [-6.93881, -0.13531, -1.71118], [-1.45994, -5.28970, -0.40277], [-0.50957, -4.57670, 0.56567], [-0.18280, -3.23988, 0.10035], [0.06611, -2.17051, -0.22766], [-1.62785, -6.31551, -0.07633], [-1.04318, -5.30945, -1.40919], [-2.41889, -4.77464, -0.43892], [0.42064, -5.13462, 0.67943], [-0.96906, -4.47298, 1.55030]], "total_charge": -1, "e_lumo_ev": 1.59}

---

No. 3
{"formula": "C6H7NO", "method": "the ωB97M-V functional and the def2-TZVPD basis", "elements": ["C", "C", "C", "C", "C", "C", "N", "O", "H", "H", "H", "H", "H", "H", "H"], "coordinates": [[1.52632, 0.51849, -2.32225], [1.31370, 1.11429, -1.30942], [-1.13439, 0.84843, 0.92751], [0.23091, -0.38066, 1.64657], [-0.49859, -0.46937, 0.52481], [-0.71748, -1.42546, -0.57830], [-0.44258, 0.78511, 2.16665], [-1.82842, 1.68728, 0.45038], [1.69643, -0.01305, -3.21177], [1.14562, 1.67408, -0.43912], [1.02702, -0.91772, 2.12353], [-0.89906, -0.88425, -1.50356], [-1.58851, -2.04861, -0.37158], [0.15160, -2.06702, -0.69726], [0.01745, 1.57846, 2.59381]], "de_lowest_kj_mol": 342.0, "e_lumo_ev": 0.62}

---

No. 4
{"formula": "C3H3N3O", "method": "the ωB97M-V functional and the def2-TZVPD basis", "elements": ["O", "C", "N", "C", "N", "C", "N", "H", "H", "H"], "coordinates": [[2.52603, 0.43516, -0.16363], [1.63956, -0.31453, 0.13521], [0.34823, 0.12488, 0.52389], [-0.27350, 1.05855, -0.27827], [-1.49030, 0.70141, -0.55753], [-1.60493, -0.50059, 0.11589], [-0.54743, -0.88955, 0.76212], [1.62747, -1.40874, 0.03183], [0.25860, 1.92864, -0.64410], [-2.47649, -1.14063, 0.04276]], "de_lowest_kj_mol": 101.5, "smiles": "O=Cn1cncn1", "e_lumo_ev": 0.30}

---

No. 5
{"formula": "C12H15AgN6PSbSe4", "method": "the ωB97M-V functional and the def2-TZVPD basis", "elements": ["Ag", "C", "N", "C", "C", "N", "C", "P", "C", "N", "C", "C", "N", "C", "C", "N", "C", "C", "N", "C", "H", "H", "H", "H", "H", "H", "H", "H", "H", "H", "H", "H", "H", "H", "H", "Se", "Sb", "Se", "Se", "Se"], "coordinates": [[-0.14970, -1.20805, 0.34297], [3.36068, -0.82722, -2.42282], [2.04566, -1.41396, -2.30927], [1.04285, -1.23453, -3.20629], [-0.05395, -1.88582, -2.71288], [0.25194, -2.45012, -1.51532], [1.54769, -2.17355, -1.27402], [2.44678, -2.12058, 0.35451], [2.09790, -0.77454, 1.57254], [0.95577, -0.35043, 2.12664], [1.15278, 0.93223, 2.50990], [2.42668, 1.31673, 2.20432], [3.01914, 0.26047, 1.58794], [4.43279, 0.19782, 1.27898], [1.57959, -3.51674, 1.14276], [0.45235, -3.50975, 1.82393], [0.24963, -4.80224, 2.21522], [1.25833, -5.60343, 1.76727], [2.11287, -4.77570, 1.08700], [3.31599, -5.17485, 0.39358], [3.37200, -0.17973, -3.29559], [4.12928, -1.59663, -2.52670], [3.57756, -0.21525, -1.54916], [1.17247, -0.63518, -4.09035], [-1.05379, -1.91721, -3.11013], [0.35927, 1.51079, 2.95166], [2.94123, 2.25120, 2.34752], [4.96064, 0.90842, 1.91273], [4.62467, 0.45113, 0.23492], [4.81413, -0.80110, 1.47173], [-0.62144, -5.08136, 2.78591], [1.44049, -6.66061, 1.85667], [3.47002, -6.24059, 0.55337], [4.17737, -4.62586, 0.77132], [3.22368, -4.98662, -0.67635], [-2.49715, 1.44996, -3.38946], [-1.58431, 1.57293, -1.10566], [-2.57654, -0.36921, 0.16323], [-2.09312, 3.64963, 0.09078], [0.86890, 1.03226, -1.17774]], "total_charge": -2, "e_lumo_ev": 3.90}

---

No. 6
{"formula": "C24H24AsAuF12NO2S", "method": "the ωB97M-V functional and the def2-TZVPD basis", "elements": ["Au", "C", "C", "C", "C", "C", "N", "C", "C", "C", "C", "C", "C", "C", "C", "O", "C", "F", "F", "F", "C", "F", "F", "F", "C", "C", "C", "O", "C", "F", "F", "F", "C", "F", "F", "F", "H", "H", "H", "H", "H", "H", "H", "H", "H", "H", "H", "H", "C", "As", "C", "C", "S", "H", "H", "H", "H", "H", "H", "H", "H", "H", "C", "H", "H", "H"], "coordinates": [[-1.16370, 0.39167, -0.00273], [1.80360, -1.28873, -5.71983], [1.58370, -1.03783, -4.25963], [2.27830, -0.04633, -3.58113], [2.03420, 0.17237, -2.24563], [1.07850, -0.56793, -1.53433], [0.88610, -0.20993, -0.21933], [1.54490, -0.79073, 0.78977], [2.50150, -1.79623, 0.50257], [3.14070, -2.50263, 1.48347], [2.85650, -2.25903, 2.82497], [3.44370, -3.11553, 3.90847], [1.98390, -1.22103, 3.12927], [1.35660, -0.45373, 2.15677], [0.48610, 0.72017, 2.60397], [-0.10770, 1.48667, 1.67037], [1.36540, 1.72317, 3.40837], [2.05010, 1.24577, 4.46487], [0.62740, 2.73357, 3.90757], [2.27910, 2.30027, 2.61737], [-0.63810, 0.23207, 3.56487], [-1.26570, -0.84773, 3.10897], [-1.57080, 1.19227, 3.71597], [-0.24820, -0.07113, 4.82477], [0.31680, -1.52053, -2.23943], [0.61470, -1.75213, -3.57383], [-0.85390, -2.27893, -1.59713], [-1.40920, -1.75533, -0.50533], [-2.00380, -2.50513, -2.65123], [-1.77420, -3.46863, -3.57953], [-2.28850, -1.39973, -3.35743], [-3.13620, -2.87433, -2.05283], [-0.34750, -3.71483, -1.23963], [0.29630, -4.33003, -2.26283], [-1.33580, -4.54353, -0.88773], [0.51790, -3.71723, -0.22893], [2.81840, -1.02973, -6.00973], [1.61980, -2.33223, -5.96303], [1.12120, -0.67613, -6.31103], [3.01480, 0.54947, -4.10223], [2.58150, 0.92947, -1.70273], [2.70370, -2.00493, -0.53853], [3.84970, -3.27063, 1.20597], [4.44290, -3.46153, 3.64417], [3.49450, -2.57183, 4.84907], [2.81850, -3.99723, 4.06357], [1.80040, -1.02543, 4.17627], [0.08850, -2.51623, -4.12083], [-3.74320, 3.92617, -0.63693], [-2.84510, 3.07417, 0.89167], [-1.14660, 4.02067, 0.96917], [-3.92540, 3.86527, 2.31127], [-3.38540, 1.03937, 0.88977], [-3.61150, 5.00937, -0.61623], [-4.80440, 3.67537, -0.57023], [-3.34300, 3.52927, -1.56743], [-1.24110, 4.84377, 1.67697], [-0.91570, 4.39777, -0.02803], [-0.36610, 3.34157, 1.29947], [-3.96290, 4.95197, 2.19697], [-3.50490, 3.60097, 3.28237], [-4.93340, 3.44717, 2.22567], [-1.36330, 1.51367, -1.89793], [-0.82360, 0.97377, -2.66213], [-0.92650, 2.49697, -1.74673], [-2.41430, 1.57037, -2.15283]], "total_charge": -1, "e_lumo_ev": [1.70, 1.80]}

---

No. 7
{"formula": "CH2KNaO2", "method": "the ωB97M-V functional and the def2-TZVPD basis", "elements": ["O", "C", "O", "Na", "K", "H", "H"], "coordinates": [[0.87005, -2.12856, -0.65216], [0.00601, -2.08313, 0.37018], [-0.67074, -0.59910, 0.35375], [-1.00695, 0.67669, 1.99322], [0.48785, 0.00813, -1.66362], [0.45433, -2.21367, 1.39065], [-0.85744, -2.78482, 0.24543]], "de_lowest_kj_mol": 0.0, "e_lumo_ev": -0.88}

---

No. 8
{"formula": "C4H7N", "method": "the ωB97M-V functional and the def2-TZVPD basis", "elements": ["H", "N", "C", "C", "C", "C", "H", "H", "H", "H", "H", "H"], "coordinates": [[1.99200, -0.78812, -0.93114], [1.09110, -0.33949, -1.09758], [0.38428, -0.24527, 0.00474], [1.05997, -0.11908, 1.33147], [-1.02749, 0.20144, -0.08799], [-1.57307, 0.64153, -1.21341], [0.46644, -0.04086, 2.23730], [2.11151, 0.14536, 1.28260], [0.67017, -1.34428, 1.00344], [-1.57074, 0.23560, 0.84813], [-0.99917, 0.68758, -2.12598], [-2.60500, 0.96558, -1.25158]], "de_lowest_kj_mol": 310.3, "smiles": "[H]/N=C(\\C)C=C", "e_lumo_ev": 0.71}